# C2H2FO2S

2 unconnected molecules or ions with the total composition C2H2FO2S in a non-equilibrium geometry (the ωB97M-V functional and the def2-TZVPD basis, the Open Molecules 2025 dataset).

E_HOMO (alpha / beta), eV: -3.8 / -2.0
Kohn-Sham gap (alpha / beta), eV: 7.483 / 4.541
Energy relative to the best compared isomer or geometry (same formula, charge and spin), kcal/mol: 178.5
Charge: -1

Element x y z (Å)
F (2.676, -1.643, 0.047)
O (-3.053, 0.109, 1.137)
H (0.148, 0.664, -0.497)
O (-1.757, 0.361, -1.176)
C (2.533, -0.223, -0.270)
C (-0.901, 0.806, -0.195)
S (-2.002, -0.396, 0.299)
H (2.355, 0.321, 0.654)

***

# C2H3CsO2

A molecular structure, C2H3CsO2 in a non-equilibrium geometry (the ωB97M-V functional and the def2-TZVPD basis, the Open Molecules 2025 dataset).

E_HOMO, eV: -5.8
Kohn-Sham gap, eV: 5.099
Energy relative to the best compared isomer or geometry (same formula, charge and spin), kcal/mol: 39.8
Charge: 0

Element x y z (Å)
Cs (-0.081, 1.859, 0.272)
H (1.972, -1.281, -0.456)
H (-1.646, -2.826, 0.411)
H (0.320, -3.105, -0.911)
O (1.035, -1.088, -0.540)
O (-1.495, -0.747, 0.332)
C (-1.036, -1.956, 0.108)
C (0.251, -2.213, -0.245)

***

# C14H44N2O9

7 unconnected molecules or ions with the total composition C14H44N2O9 in a non-equilibrium geometry (the ωB97M-V functional and the def2-TZVPD basis, the Open Molecules 2025 dataset).

E_HOMO, eV: -8.3
SMILES: COCCNCCOC.COCCNCCOC.CCO.O.O.O.O
Kohn-Sham gap, eV: 8.695
Energy relative to the best compared isomer or geometry (same formula, charge and spin), kcal/mol: 9.5
Charge: 0

Element x y z (Å)
H (9.014, 29.613, -13.104)
O (8.021, 26.001, -9.572)
H (11.512, 16.658, -6.667)
H (6.792, 16.500, -6.706)
C (14.179, 21.626, -1.866)
C (15.735, 22.274, -5.213)
H (11.360, 22.502, -1.855)
O (6.645, 15.167, -10.704)
O (8.020, 31.529, -11.897)
C (11.928, 22.046, -2.666)
C (9.626, 27.475, -10.525)
H (8.588, 24.427, -8.243)
C (6.746, 31.449, -12.620)
C (17.237, 22.426, -4.963)
H (12.822, 15.535, -6.651)
H (6.996, 30.681, -13.352)
H (16.047, 22.443, -2.474)
H (9.040, 30.738, -10.282)
H (3.629, 17.616, -2.724)
H (6.290, 14.452, -11.232)
C (7.834, 24.783, -8.945)
H (9.146, 25.280, -11.077)
H (2.867, 17.594, -1.416)
C (11.844, 15.803, -4.714)
H (14.619, 20.661, -1.613)
O (12.908, 21.087, -2.304)
N (15.056, 21.635, -4.187)
H (10.064, 25.507, -9.642)
H (10.357, 29.755, -12.116)
H (12.333, 16.768, -4.579)
H (19.919, 22.824, -5.554)
C (8.436, 30.354, -11.105)
H (14.916, 23.412, -3.116)
H (10.814, 16.476, -3.224)
H (7.420, 16.470, -5.329)
O (10.627, 15.905, -3.972)
C (9.289, 25.975, -10.249)
O (3.168, 14.344, -5.725)
O (2.852, 17.974, -2.295)
H (6.477, 15.954, -11.223)
H (10.686, 27.732, -10.503)
H (12.260, 22.864, -3.305)
H (5.870, 31.158, -12.041)
H (7.613, 23.970, -9.637)
H (17.437, 22.950, -4.029)
H (6.905, 24.899, -8.387)
C (9.317, 29.430, -12.073)
H (11.265, 21.355, -3.187)
H (4.015, 14.777, -5.828)
C (11.823, 15.702, -6.247)
H (14.151, 22.189, -0.933)
H (8.350, 27.629, -12.224)
H (19.586, 24.308, -6.352)
O (6.680, 16.833, -5.815)
H (19.274, 24.006, -4.698)
H (15.673, 21.659, -6.110)
H (15.303, 23.262, -5.375)
H (3.382, 13.415, -5.638)
H (9.113, 28.128, -9.819)
H (14.231, 21.061, -4.294)
C (19.136, 23.570, -5.688)
H (17.751, 21.465, -4.920)
H (12.476, 15.120, -4.148)
H (11.152, 14.926, -6.616)
O (17.849, 23.266, -6.031)
N (9.232, 27.977, -11.876)
H (7.632, 29.841, -10.578)
C (15.060, 22.348, -2.927)
H (6.450, 32.318, -13.208)

***

# C2H4OS

2 unconnected molecules or ions with the total composition C2H4OS in a non-equilibrium geometry (the ωB97M-V functional and the def2-TZVPD basis, the Open Molecules 2025 dataset).

E_HOMO, eV: -9.0
Kohn-Sham gap, eV: 9.779
Energy relative to the best compared isomer or geometry (same formula, charge and spin), kcal/mol: 23.6
Charge: 0

Element x y z (Å)
C (0.149, 0.547, 0.896)
H (0.862, 1.128, -1.152)
H (0.408, 1.536, 1.056)
C (-0.878, -1.357, -1.819)
H (-0.979, 0.403, 0.848)
H (0.522, -0.161, 1.704)
O (-1.124, -2.039, -0.940)
S (1.041, -0.057, -0.593)

***

# C22H27FN2O2

C22H27FN2O2 in the gas phase (the ωB97M-V functional and the def2-TZVPD basis, the Open Molecules 2025 dataset).

E_HOMO, eV: -8.5
SMILES: COc1cccc(CC(=O)N(C)[C@@H]2CCCN(Cc3ccccc3F)C2)c1
Kohn-Sham gap, eV: 9.315
Energy relative to the best compared isomer or geometry (same formula, charge and spin), kcal/mol: 0.9
Charge: 0

Element x y z (Å)
F (-2.583, -4.291, 1.524)
C (2.585, 6.203, -4.368)
H (-0.247, -4.210, 0.422)
C (-1.700, -5.839, 4.658)
C (0.056, -0.323, 2.679)
H (3.316, 6.218, -5.175)
C (-1.831, -4.729, 2.553)
H (-1.813, 3.501, -1.138)
H (1.244, 1.516, -1.997)
H (-0.113, 1.465, 1.468)
H (-2.205, 1.709, -3.355)
C (1.004, 4.637, -3.520)
H (0.272, -6.058, 5.456)
H (0.802, 2.727, -4.432)
C (0.288, -5.044, 3.575)
H (0.973, 6.476, -2.397)
C (0.553, 5.491, -2.522)
C (1.057, 0.502, -1.645)
C (-0.369, -0.292, 0.244)
C (-2.463, -5.362, 3.606)
H (3.096, 6.371, -3.414)
H (-1.444, -0.344, 0.447)
H (1.268, -4.021, 1.344)
H (1.655, -1.750, 2.373)
C (0.179, -3.828, 1.354)
H (1.362, -4.927, 3.565)
C (0.557, -1.755, 2.525)
H (1.819, 0.254, -0.912)
O (1.989, 4.930, -4.418)
H (1.154, -0.190, -2.488)
H (-1.014, -0.348, 2.887)
C (0.302, 0.459, 1.394)
C (-1.199, 1.592, -2.945)
O (-2.460, 0.821, -1.065)
H (-0.806, 5.740, -0.898)
H (0.344, -2.318, 3.437)
N (-0.120, -2.406, 1.421)
H (0.563, 0.153, 3.520)
C (-1.369, 0.902, -1.597)
H (1.378, 0.547, 1.220)
C (-1.023, 3.818, -1.800)
C (0.435, 3.369, -3.646)
H (-2.181, -6.334, 5.488)
C (-0.325, -5.683, 4.640)
H (-0.616, 0.973, -3.628)
C (-0.458, 5.070, -1.671)
H (1.245, -1.731, -0.049)
H (-0.356, -2.256, -0.635)
C (0.160, -1.728, 0.171)
C (-0.574, 2.953, -2.796)
C (-0.453, -4.552, 2.509)
H (1.850, 6.998, -4.531)
H (-3.536, -5.476, 3.590)
N (-0.245, 0.402, -1.028)